DFT (wB97M-V/def2-TZVPD) results for one molecule with the formula C5H14N2 in a non-equilibrium geometry.

Last column: Löwdin charge in e.
Atoms and positions in Å:
C1 -2.845 1.104 0.176  -0.1335
N1 -1.407 1.213 0.204  -0.1518
C2 -0.531 0.882 -0.899  -0.2294
C3 0.856 0.498 -0.376  -0.2332
N2 0.893 -0.681 0.482  -0.2624
C4 0.664 -1.870 -0.318  -0.1165
C5 2.222 -0.769 1.095  -0.1153
H1 -3.296 1.677 -0.635  0.0709
H2 -3.084 0.052 0.034  0.0686
H3 -3.163 1.274 1.192  0.0749
H4 -1.042 1.878 0.864  0.1010
H5 -1.001 0.063 -1.446  0.1022
H6 -0.415 1.761 -1.546  0.1086
H7 1.190 1.366 0.202  0.1134
H8 1.536 0.380 -1.242  0.1203
H9 -0.289 -1.789 -0.836  0.0721
H10 0.571 -2.791 0.264  0.0838
H11 1.487 -2.052 -1.012  0.0817
H12 2.431 0.163 1.638  0.0797
H13 2.185 -1.582 1.805  0.0804
H14 3.037 -0.777 0.352  0.0846

Output
**Calculated total energy**: -308.366145 Eh
**HOMO level**: -7.94 eV
**SMILES**: CNCCN(C)C
**Orbital gap**: 9.12 eV